[1]
Entry from the OMol25 dataset: a structure of composition C20H27N2O3PReS (the ωB97M-V functional and the def2-TZVPD basis).

Geometry as ORCA input:
```
! RIJCOSX wB97M-V def2-TZVPD def2/J DEFGRID3
* xyz 2 4
H -1.2687 -1.2013 -4.0105
H -0.4092 4.2319 1.5812
O -0.3965 -0.5638 2.8535
N 1.2680 -0.7715 0.8233
H 1.4608 -1.8672 5.0386
H 0.4006 -2.8521 -1.4720
H -4.6056 -0.5587 0.5423
C 2.1171 -1.3644 3.0677
Re 0.3313 0.6759 -0.1270
C -1.3334 -0.4200 -0.4967
N 0.2058 0.1475 -3.1989
C 3.5637 -1.2466 4.9756
C -2.6744 1.2384 0.8582
S 0.5368 -1.5213 2.2900
O 0.1325 -2.8655 1.9716
H 3.7363 -1.3878 6.0432
H -1.0986 4.0042 -1.1819
C 4.3704 -0.5393 2.7945
C -2.4325 -2.4889 -1.2136
C 4.5930 -0.7636 4.1518
C 2.3032 -1.5301 4.4342
H -0.5111 -2.6070 -2.9473
H 1.4525 1.8721 -3.3873
H 1.4982 -0.6428 -1.6926
H -0.1565 0.8048 -2.4904
C 1.2453 0.9461 -3.9413
C 3.1263 -0.8778 2.2361
H 0.5152 1.2689 1.4688
C -3.6257 -2.1167 -0.5998
H -1.8614 0.4354 -3.6447
C 2.6125 -0.3833 0.9743
H -2.3540 -3.4483 -1.7239
H 5.5692 -0.5373 4.5876
H 0.8758 1.1870 -4.9424
H -2.7382 3.8359 -0.4654
H -2.0381 3.7352 2.1780
C -1.0178 -0.1423 -4.0368
H 1.5099 -1.4748 -3.2748
C -1.3224 -1.6383 -1.2328
H -2.1799 2.6784 -1.7098
C -1.8665 3.2940 -0.8561
C -1.0412 3.3821 1.8742
H -3.5536 1.8224 0.5421
H -0.8082 0.1671 -5.0645
H 5.1397 -0.1166 2.1462
H 2.1635 0.3546 -4.0174
C -3.6823 -0.8951 0.0686
C -0.1574 -2.0830 -2.0414
C -2.5717 -0.0573 0.1301
O 3.0402 0.4787 0.1698
H -4.4992 -2.7675 -0.6484
H -2.7219 1.1200 1.9556
C 0.8582 -1.0380 -2.5050
P -1.1399 2.2391 0.4596
H -0.5603 2.8483 2.7058
*
```

Values from the calculation:
Energy relative to the best compared isomer or geometry (same formula, charge and spin): 0.0000 eV
E_LUMO (alpha / beta): -7.47 / -8.14 eV
<S²>: 3.7894

[2]
Entry from the OMol25 dataset: a structure of composition C20H27N2ORuS2 (the ωB97M-V functional and the def2-TZVPD basis).

Geometry as ORCA input:
```
! RIJCOSX wB97M-V def2-TZVPD def2/J DEFGRID3
* xyz 0 2
H 0.8085 -2.9221 0.1480
H -2.1519 -4.0178 -0.2576
C 0.7585 -0.2230 1.4481
C 0.4467 -3.3216 -0.7994
H 2.8048 -0.2871 0.8701
H 0.5702 -1.2029 1.0296
H 2.2513 1.2920 1.4135
O -0.6233 -1.1948 -1.3320
H -0.4062 -2.8660 -3.3297
C -1.6710 -0.0455 1.7087
C -2.8844 -1.4288 3.2512
C 2.1480 2.1798 -0.8880
C -4.0281 -0.3295 1.4446
C 1.9734 0.4207 0.8271
C 2.9479 4.7547 -1.5465
C -4.0561 -1.1613 2.5547
H 4.6203 4.4070 -0.2405
N 1.6896 0.8434 -0.5452
H -2.8938 -2.0790 4.1157
H -2.1102 -2.5515 -2.9681
H 1.7506 -1.1127 -1.3556
C 2.2112 -0.1463 -1.5361
Ru -0.6651 0.6585 -0.9831
C 3.7122 4.0031 -0.6689
H -0.0014 1.9522 2.7496
H 1.2083 4.7788 -2.8163
C -2.8324 0.2369 1.0149
H -1.4131 -4.1550 -2.6301
H -1.3151 2.4361 1.6469
S -2.7837 1.3112 -0.3810
H 0.3510 2.5357 1.0965
H 3.2392 5.7682 -1.7941
C -1.9529 -2.9420 -0.2601
C 1.3942 2.9150 -1.7967
H 3.9236 2.1173 0.3212
H 3.3014 -0.2255 -1.4533
H 1.9482 0.1783 -2.5385
H -2.8657 -2.4149 -0.5456
S -0.0582 2.2673 -2.5805
H 0.2755 -4.3944 -0.6652
H 1.2284 -3.1884 -1.5526
H -4.9314 -0.1268 0.8813
H -0.7809 -1.0632 3.3844
C -1.2164 -3.0788 -2.6283
C -0.8376 -2.6082 -1.2347
H -1.6863 -2.6394 0.7498
H 0.9595 -0.3281 2.5189
N -0.4508 0.5794 1.2035
C -1.6889 -0.8601 2.8298
C -0.3417 1.9633 1.7100
C 3.3102 2.7124 -0.3462
C 1.8071 4.2056 -2.1183
H -4.9935 -1.6021 2.8742
*
```

Values from the calculation:
Energy relative to the best compared isomer or geometry (same formula, charge and spin): 0.0000 eV
E_LUMO (alpha / beta): -0.03 / 0.14 eV
<S²>: 1.0667

[3]
Entry from the OMol25 dataset: an isolated molecule of C20H27N3O (the ωB97M-V functional and the def2-TZVPD basis).

Geometry as ORCA input:
```
! RIJCOSX wB97M-V def2-TZVPD def2/J DEFGRID3
* xyz 0 1
H -1.2043 1.6954 -1.3517
H -0.9107 0.7411 -2.8083
C 1.7115 0.3874 -1.2571
H 0.6259 0.9609 1.8375
N 1.8231 0.6242 0.1710
C -5.1311 1.0638 1.6184
H -1.6586 -3.1884 1.6099
H -0.3937 -1.1840 2.2339
C -2.8473 0.4237 -1.9588
H 7.1210 -1.4269 -0.1083
N -0.6603 -0.3440 -1.0575
H 0.3856 -1.9865 0.8685
H -2.6224 -1.7290 1.2841
C -3.6469 0.6435 -0.7057
H 2.4838 -1.3693 0.6187
H -4.4596 3.0929 1.4892
H 1.4317 1.3365 -1.7280
C 0.5249 0.8980 0.7527
H -2.9790 -0.6025 -2.3055
H 4.7581 -2.0525 0.3651
H -5.6502 -1.0068 1.4677
H -3.2253 1.0947 -2.7356
H -1.5527 0.3612 0.6753
H 3.8847 2.1231 0.6510
C -3.7022 1.9022 -0.1153
H -4.3422 -1.3759 -0.5798
C 4.1258 -0.0088 0.5572
C 2.6825 -0.3128 0.8632
H -1.6612 -1.9942 -0.9131
C 4.5772 1.3073 0.4947
H -3.1708 2.7287 -0.5667
C 6.3738 -0.6687 0.0696
C 6.7061 0.6761 0.0357
O -1.8690 -2.7549 -0.3401
C -4.4319 2.1104 1.0406
C -1.3421 0.7055 -1.8048
H 0.5758 -0.8066 -2.6704
C -1.7297 -2.2970 0.9788
C -0.6003 -0.1003 0.3905
C 5.0577 -1.0132 0.3332
C -0.4923 -1.4183 1.1725
H 7.7188 0.9994 -0.1666
C -4.3634 -0.3957 -0.1258
H 2.5211 -0.1873 1.9388
H 2.6891 0.0923 -1.6429
N 5.8273 1.6433 0.2412
C -5.1003 -0.1874 1.0280
H -5.7022 1.2260 2.5206
H 0.9568 -1.6400 -1.1677
H 0.2302 1.8912 0.3912
C 0.6569 -0.6775 -1.5892
*
```

Values from the calculation:
Energy relative to the best compared isomer or geometry (same formula, charge and spin): 1.0478 eV
E_LUMO: 0.71 eV
Structure (SMILES): OCC[C@H]1CN(Cc2cccnc2)CCN1CCc1ccccc1

[4]
Entry from the OMol25 dataset: a structure of composition C20H27N3O2 (the ωB97M-V functional and the def2-TZVPD basis).

Geometry as ORCA input:
```
! RIJCOSX wB97M-V def2-TZVPD def2/J DEFGRID3
* xyz 0 1
H -3.3544 1.1596 1.3429
C -3.6332 -1.1470 -0.6372
H 0.9107 2.4913 1.6858
H -3.7791 -3.8198 -1.3726
H 1.0830 -2.0670 0.0182
H 3.3797 2.0910 -0.9430
H 2.8717 -0.2578 -0.5670
C -3.8747 0.1852 -0.3355
H 7.4440 1.3798 3.3156
O -2.4550 -1.7692 -0.5228
O -0.5841 -0.1476 -1.9870
H 7.3567 1.6550 0.7319
H -0.9969 0.4827 -1.2986
C -1.4948 -2.1665 -1.4859
H -0.4913 -1.5564 0.8999
H 1.7844 0.2560 -1.5186
H -6.4063 -1.7047 -2.8341
C 6.5604 1.5110 1.3612
N 0.9012 -0.0087 0.2023
C -4.4687 -3.3568 -1.9723
C 1.2759 0.1733 1.5275
H 0.3809 0.1388 2.1451
C -2.8791 0.8864 0.5724
H 5.3963 1.0135 4.3751
C -5.8164 -1.2658 -2.1938
C 5.3475 1.6871 0.9014
H 2.0092 -0.5262 1.9153
H 0.4946 -1.7850 -2.1431
C 4.0839 1.6462 1.4104
H -2.2884 0.2184 0.7592
C -0.3997 -1.2320 -1.4524
C 0.2341 -1.0113 -0.0739
C -5.9938 0.1700 -1.7279
N 2.8765 1.9610 1.1540
H -2.5737 1.8601 0.1354
C -4.7219 -1.8812 -1.7052
N 4.2333 1.3881 2.9451
H -1.3454 -3.2716 -1.0237
H -5.3818 -3.8033 -2.1188
C 2.4291 1.8857 -0.2361
H 1.7563 2.3010 -0.6459
H -5.3373 1.8331 -0.4878
H 1.9681 1.7542 2.9929
H -3.8254 -3.4491 -2.9622
H 5.3477 2.0092 -0.5740
C -5.1052 0.9952 -0.9217
H -7.0017 0.7225 -1.9844
C 6.7073 1.2494 2.8545
C 5.4399 1.3894 3.3653
H -1.9033 -2.3703 -2.1961
C 1.7729 1.6475 2.0194
C 2.0664 0.4555 -0.7090
*
```

Values from the calculation:
Energy relative to the best compared isomer or geometry (same formula, charge and spin): 22.5234 eV
E_LUMO: 0.61 eV